# 1
# C3H9N2O

A 2-piece molecular cluster, C3H9N2O overall in a non-equilibrium geometry (ωB97M-V with the def2-TZVPD basis set, the OMol25 dataset).

XYZ file:
```
15
Properties=species:S:1:pos:R:3:lowdin_charge:R:1
O 0.9167 -1.8234 -0.9923 0.123
N -0.4605 -0.8095 -2.6785 0.154
N -0.2451 0.4164 0.4593 0.102
C 0.2313 -1.3029 -1.7384 -0.376
C 0.0814 -0.6508 1.3646 -0.042
C 0.3906 1.6273 0.9870 -0.019
H 0.4679 2.5065 0.1650 0.166
H -1.2134 0.5543 0.4839 0.140
H -0.7899 0.1139 -2.7024 0.092
H -0.1500 -0.5134 2.3951 0.134
H 1.0785 -0.7780 1.2656 0.075
H -0.3633 2.0030 1.7669 0.153
H -0.8274 -1.3015 -3.4082 0.081
H 1.3638 1.4622 1.4979 0.118
H -0.4806 -1.5040 1.1346 0.099
```

Results
total charge	+1
relative energy (zero: lowest compared OMol25 entry of this formula, charge and spin)	239.72	kJ/mol
HOMO level (spin up / spin down)	-9.17 / -15.13	eV
lowest unoccupied orbital energy (spin up / spin down)	-3.44 / -8.56	eV
expectation value of S²	2.01
multiplicity	3
energy	-303.97903	Ha

# 2
# C3H9N2O2

A 2-piece molecular cluster, C3H9N2O2 overall in a non-equilibrium geometry (ωB97M-V with the def2-TZVPD basis set, the OMol25 dataset).

XYZ file:
```
16
Properties=species:S:1:pos:R:3:lowdin_charge:R:1
O -0.6768 -0.3462 -1.5008 -0.315
O 2.3213 2.6453 -0.2950 -0.102
N 0.3038 1.9701 -1.2306 0.052
N -0.5952 -1.5173 2.0125 -0.033
C -0.0826 -1.2893 0.6469 -0.299
C -1.1943 -0.8444 -0.3258 -0.432
C 1.6096 1.8847 -0.9557 -0.517
H 0.2226 -1.8015 2.5429 0.043
H -0.1538 2.8531 -1.0559 0.065
H 1.9953 0.9292 -1.3698 0.111
H -0.1749 0.8892 -1.3236 0.017
H -1.7907 -1.7573 -0.5329 0.090
H -1.8496 -0.0983 0.1790 0.090
H -0.9876 -0.6759 2.4052 0.042
H 0.2923 -2.2473 0.2733 0.096
H 0.7604 -0.5939 0.5302 0.090
```

Results
total charge	-1
relative energy (zero: lowest compared OMol25 entry of this formula, charge and spin)	158.52	kJ/mol
HOMO level	-4.05	eV
lowest unoccupied orbital energy	4.16	eV
energy	-379.72090	Ha

# 3
# C3H9N2O2

An isolated ion of composition C3H9N2O2 and charge +1 in a non-equilibrium geometry (ωB97M-V with the def2-TZVPD basis set, the OMol25 dataset).

XYZ file:
```
16
Properties=species:S:1:pos:R:3:lowdin_charge:R:1
O 1.0765 0.3493 -0.9441 0.066
O -2.3912 -0.5709 0.1453 -0.132
N 0.0838 0.0166 -0.0538 -0.331
N -1.3391 0.3148 -1.9662 0.255
C -0.0792 0.9579 1.1290 0.083
C 0.5545 -1.2415 0.4819 0.015
C -1.1455 -0.0712 -0.7455 -0.242
H 0.8568 -2.1057 -0.0856 0.128
H 1.0458 1.3087 -1.2304 0.186
H 0.9321 1.0815 1.5471 0.136
H -0.5787 1.8850 0.8244 0.125
H -2.2834 0.5707 -2.3108 0.184
H -0.6666 0.3335 -2.6931 0.131
H -0.1167 -1.6859 1.2619 0.148
H 1.4522 -1.0775 1.0613 0.117
H -0.9480 0.5448 1.6921 0.129
```

Results
SMILES	C[N+](C)(O)C(N)=O
total charge	+1
relative energy (zero: lowest compared OMol25 entry of this formula, charge and spin)	679.08	kJ/mol
HOMO level (spin up / spin down)	-14.23 / -14.23	eV
lowest unoccupied orbital energy (spin up / spin down)	-4.55 / -4.55	eV
energy	-379.24617	Ha

# 4
# C3H9N2O2

A 2-piece molecular cluster, C3H9N2O2 overall in a non-equilibrium geometry (ωB97M-V with the def2-TZVPD basis set, the OMol25 dataset).

XYZ file:
```
16
Properties=species:S:1:pos:R:3:lowdin_charge:R:1
O 0.0479 -0.5482 1.7056 0.034
O -0.3788 1.9012 0.8248 0.141
N -2.2094 0.7418 0.0644 0.196
N -1.1217 -0.5466 -1.6323 0.266
C -0.2139 0.1002 -0.8689 -0.136
C -0.9560 1.0362 -0.0265 -0.400
C 1.2752 -0.0689 -0.9859 0.031
H 1.7218 0.8983 -1.0213 0.096
H -0.7877 -1.1767 -2.3498 0.158
H 1.7066 -0.6680 -0.1120 0.135
H -2.0428 -0.2400 -1.4507 0.094
H 1.4890 -0.7289 -1.8436 0.107
H -2.8620 1.3344 0.5496 0.108
H 0.5029 1.6710 0.9434 0.075
H -0.1155 0.0669 2.3794 0.051
H -0.0059 -1.2994 2.2144 0.041
```

Results
total charge	+1
relative energy (zero: lowest compared OMol25 entry of this formula, charge and spin)	247.54	kJ/mol
HOMO level (spin up / spin down)	-15.01 / -15.01	eV
lowest unoccupied orbital energy (spin up / spin down)	-5.62 / -5.62	eV
energy	-379.41053	Ha

# 5
# C3H9N2O2

An isolated ion of composition C3H9N2O2 and charge +1 in a non-equilibrium geometry (ωB97M-V with the def2-TZVPD basis set, the OMol25 dataset).

XYZ file:
```
16
Properties=species:S:1:pos:R:3:lowdin_charge:R:1
O 1.4434 0.5392 0.9522 0.051
O -0.6557 0.1262 -1.8766 0.046
N 1.1938 -1.1845 -1.6310 0.239
N -0.7060 1.3881 0.1180 0.191
C 0.2002 0.3500 0.3308 -0.467
C 0.2881 -0.2811 -1.1520 -0.328
C -0.6280 -0.8397 1.1754 0.063
H -0.0331 -1.6785 1.1620 0.058
H -0.1900 2.3154 0.1900 0.219
H -1.6446 -0.9508 0.7449 0.104
H 0.8475 -1.6408 -2.3739 0.075
H -1.5822 1.3937 0.5819 0.154
H 1.3233 1.1003 1.7674 0.153
H 2.1147 -1.4471 -1.1717 0.180
H -0.9216 -0.4261 2.1424 0.092
H -1.0498 1.2357 -0.9599 0.170
```

Results
SMILES	C[C@@]([NH3+])(O)C(N)=O
total charge	+1
relative energy (zero: lowest compared OMol25 entry of this formula, charge and spin)	208.30	kJ/mol
HOMO level	-15.28	eV
lowest unoccupied orbital energy	-3.49	eV
energy	-379.42548	Ha

# 6
# C3H9N2O2P

A 2-piece molecular cluster, C3H9N2O2P overall in a non-equilibrium geometry (ωB97M-V with the def2-TZVPD basis set, the OMol25 dataset).

XYZ file:
```
17
Properties=species:S:1:pos:R:3:lowdin_charge:R:1
P -0.3865 0.0673 0.4534 0.463
O -0.7806 1.2151 1.2690 -0.378
O -4.8429 0.1753 -1.2416 0.147
N -1.1662 -1.4010 0.8442 -0.073
N -3.7936 0.8838 0.7221 0.218
C -0.8273 0.1385 -1.2935 -0.186
C 1.4596 0.0900 0.4549 -0.146
C -4.2199 0.5638 -0.3338 -0.436
H -0.7629 -1.8603 1.6194 0.029
H -1.8824 0.6294 -1.2745 0.060
H -0.7504 -0.9132 -1.6177 0.051
H 1.8775 -0.1391 -0.4778 0.019
H -3.7475 1.6969 1.2636 0.084
H -0.0841 0.7959 -1.7832 0.052
H 2.0065 -0.4890 1.1058 0.011
H 1.7515 1.1283 0.6237 0.060
H -2.1493 -1.1906 0.8293 0.024
```

Results
SMILES	CP(C)(N)=O.N=C=O
total charge	0
relative energy (zero: lowest compared OMol25 entry of this formula, charge and spin)	148.31	kJ/mol
HOMO level	-9.75	eV
lowest unoccupied orbital energy	0.69	eV
energy	-721.08971	Ha

# 7
# C3H9N2O2S

A 2-piece molecular cluster, C3H9N2O2S overall in a non-equilibrium geometry (ωB97M-V with the def2-TZVPD basis set, the OMol25 dataset).

XYZ file:
```
17
Properties=species:S:1:pos:R:3:lowdin_charge:R:1
S -2.4466 0.6164 -2.2343 0.434
O -2.6588 -0.7795 -2.6783 -0.469
O -3.0210 1.6253 -3.1048 -0.447
N 0.8015 -0.5612 0.0425 -0.161
N -1.7771 0.8609 -0.9304 -0.357
C 1.9167 -0.1654 -0.7656 -0.158
C 0.8117 -0.0663 1.3824 -0.374
C -0.4617 -0.4138 2.0249 -0.147
H 1.6074 0.1168 -1.8099 0.094
H 0.0780 -0.3117 -0.5422 0.003
H -0.9042 -1.4447 1.7159 0.104
H 2.6828 -0.8575 -0.6411 0.031
H 2.3436 0.8412 -0.3179 0.091
H -1.2668 0.3232 1.6150 0.082
H -0.4383 -0.3690 3.0838 0.032
H 1.7650 -0.5165 1.7474 0.111
H 0.9678 1.1018 1.4127 0.130
```

Results
total charge	-1
relative energy (zero: lowest compared OMol25 entry of this formula, charge and spin)	396.58	kJ/mol
HOMO level	-4.23	eV
lowest unoccupied orbital energy	3.87	eV
energy	-777.83974	Ha

# 8
# C3H9N2O3

A 2-piece molecular cluster, C3H9N2O3 overall in a non-equilibrium geometry (ωB97M-V with the def2-TZVPD basis set, the OMol25 dataset).

XYZ file:
```
17
Properties=species:S:1:pos:R:3:lowdin_charge:R:1
O 1.0955 -1.0064 -0.0345 0.090
O 1.9230 -2.6551 -1.0727 0.243
O 0.3174 -1.5333 -1.9396 0.151
N 1.1193 -1.7869 -1.0860 -0.510
N -0.2952 0.3527 0.3494 -0.151
C 0.4403 0.7236 1.5729 0.047
C -0.0686 1.1492 -0.7814 -0.040
C -1.5313 -0.4123 0.1988 0.071
H 1.4638 0.8236 1.2979 0.105
H -2.1647 0.1928 -0.4022 0.117
H -1.1058 -1.3357 -0.2034 0.118
H -1.9054 -0.5581 1.1634 0.102
H 0.2099 1.7183 1.9302 0.126
H 0.9772 1.2085 -1.1349 0.147
H 0.0025 2.1866 -0.5594 0.126
H -0.6636 0.9903 -1.6415 0.111
H 0.1857 -0.0579 2.3426 0.146
```

Results
total charge	+1
relative energy (zero: lowest compared OMol25 entry of this formula, charge and spin)	965.01	kJ/mol
HOMO level (spin up / spin down)	-15.62 / -16.20	eV
lowest unoccupied orbital energy (spin up / spin down)	-7.94 / -7.36	eV
energy	-454.37482	Ha